# 1
2 unconnected molecules or ions with the total composition C5H13NO in a non-equilibrium geometry, computed with ωB97M-V with the def2-TZVPD basis set.

Geometry as XYZ:
```
20
Properties=species:S:1:pos:R:3:forces:R:3
H -1.380 0.306 -0.261 -0.28 -0.06 0.49
H -0.599 1.714 -0.674 0.46 0.33 -0.18
O 0.062 -1.146 -3.079 -0.14 -0.12 -0.08
H -1.395 1.777 2.219 0.05 -0.28 -0.11
N -0.155 -1.836 0.408 -0.27 0.78 0.42
C -0.819 1.121 0.202 -0.13 -0.12 0.36
C 2.008 -1.148 -0.145 0.15 0.85 1.30
H -0.086 -2.462 -0.373 -0.05 -0.23 0.00
H 2.189 -2.127 -0.543 0.09 -0.44 0.06
H -1.107 -1.598 0.632 0.00 0.18 -0.20
H 0.476 0.588 1.937 -0.62 0.02 -0.13
H 1.286 1.247 0.583 0.13 -0.34 -0.08
H 2.857 -0.598 0.253 0.08 0.31 -0.92
H 0.636 -1.897 -2.898 0.06 0.13 -0.02
H -2.698 1.688 1.089 -0.48 0.45 -0.14
C 0.470 0.565 0.837 0.43 0.34 0.64
H 0.581 -0.375 -2.834 0.10 -0.03 0.13
C 0.816 -0.821 0.399 0.25 -1.34 -1.56
C -1.661 1.969 1.175 0.48 -0.60 0.40
H -1.480 3.034 1.073 -0.31 0.17 -0.38
```
Positions in Å, forces in eV/Å.

ΔE to the lowest compared entry with this formula, charge and spin   1.564 eV
HOMO energy   -0.297 Eh
Structure (SMILES)   C=C(N)CCC.O


# 2
2 unconnected molecules or ions with the total composition C5H13NO in a non-equilibrium geometry, computed with ωB97M-V with the def2-TZVPD basis set.

Geometry as XYZ:
```
20
Properties=species:S:1:pos:R:3:forces:R:3
H 1.753 0.858 1.084 -0.23 0.25 -0.39
H 1.744 -1.095 -2.572 -0.32 0.30 0.12
C 1.315 -0.302 -1.953 -1.52 0.83 -1.99
C 1.952 0.128 -0.896 -0.38 0.12 1.09
H -2.033 1.556 0.424 1.02 -1.09 -0.23
C 0.136 1.868 -0.067 -1.05 -0.36 -1.72
H 0.405 0.282 -2.360 1.36 -1.35 0.77
C 1.521 1.205 0.058 1.27 1.57 0.23
N -0.814 0.035 1.414 -1.27 -1.89 -4.86
H -0.739 0.430 2.263 0.42 2.03 3.29
C -1.134 0.885 0.231 1.06 0.54 0.08
H -2.374 -2.400 1.240 -0.19 2.46 0.20
H -0.010 -0.523 1.165 -0.04 -0.07 0.41
H 0.125 2.226 -1.168 -0.45 -0.29 1.66
H 2.881 -0.343 -0.616 0.23 -0.21 0.09
H 2.283 2.037 -0.150 -0.87 -0.84 0.58
H 0.034 2.781 0.584 0.32 -0.98 -0.56
H -1.352 0.169 -0.652 0.36 1.35 1.44
H -2.080 -3.232 -0.081 0.12 0.81 -1.59
O -2.210 -3.212 0.838 0.16 -3.19 1.39
```
Positions in Å, forces in eV/Å.

ΔE to the lowest compared entry with this formula, charge and spin   2.278 eV
HOMO energy   -0.336 Eh
Structure (SMILES)   C=CCCCN.O


# 3
2 unconnected molecules or ions with the total composition C5H13NO in a non-equilibrium geometry, computed with ωB97M-V with the def2-TZVPD basis set.

Geometry as XYZ:
```
20
Properties=species:S:1:pos:R:3:forces:R:3
H 0.865 1.533 1.984 0.20 0.00 0.11
H -0.045 -2.690 0.814 0.30 -1.03 0.35
O -0.628 2.080 -1.137 -1.44 0.74 -0.10
H -1.177 1.335 -1.417 0.57 -0.25 -0.32
H -1.243 2.435 -0.480 0.44 0.45 0.07
H 2.563 0.052 -0.848 0.53 0.22 0.38
H -1.996 -0.669 0.566 0.35 0.47 0.33
C -1.043 -2.707 0.420 -0.99 1.90 -0.57
H -1.844 -3.112 1.021 0.06 0.46 1.23
C -1.252 -1.157 -0.057 -1.53 -3.20 -0.80
H 2.575 1.553 0.284 0.31 -0.77 -0.19
H -1.781 -1.434 -1.007 0.08 1.14 0.56
C 0.773 0.383 0.206 -0.25 -0.95 0.52
H 0.305 -0.830 -1.439 0.45 0.19 0.29
H 1.816 1.581 -1.261 -0.23 -0.27 0.16
C 0.022 -0.531 -0.427 0.64 0.21 -0.66
H -1.259 -3.325 -0.436 1.17 -0.28 -0.69
H -0.129 0.106 1.994 -0.11 0.28 0.45
C 2.034 0.904 -0.424 -0.53 1.02 -0.09
N 0.441 0.768 1.507 -0.03 -0.32 -1.03
```
Positions in Å, forces in eV/Å.

ΔE to the lowest compared entry with this formula, charge and spin   2.185 eV
HOMO energy   -0.271 Eh
Structure (SMILES)   CC/C=C(/C)N.O


# 4
2 unconnected molecules or ions with the total composition C5H13NO in a non-equilibrium geometry, computed with ωB97M-V with the def2-TZVPD basis set.

Geometry as XYZ:
```
20
Properties=species:S:1:pos:R:3:forces:R:3
H -1.630 0.940 2.397 0.01 0.24 -0.39
H 3.033 0.900 -0.422 0.28 -0.11 -0.27
C 2.344 0.391 -1.111 -0.52 0.40 1.47
H 1.894 -0.936 0.343 -0.37 -0.30 0.59
H -0.241 -1.479 1.254 0.36 0.15 0.06
C -1.694 -0.039 1.923 -1.05 -0.04 -0.34
H -1.414 1.251 -0.732 -0.31 0.53 0.50
H -2.639 -0.139 1.364 0.09 0.54 -0.06
C -0.406 1.484 -0.410 2.01 0.25 -0.42
C 0.217 0.245 0.192 -1.25 -1.05 0.67
C -0.527 -0.445 1.075 0.75 -0.58 0.86
H -0.345 -2.331 -1.498 0.99 -0.46 -0.11
H 1.803 1.204 -1.579 0.22 -0.21 -0.64
H 0.130 1.827 -1.300 -0.18 -0.28 -0.13
O -1.216 -2.388 -1.123 -0.46 0.14 -0.31
H -1.909 -0.714 2.755 0.65 -0.24 -0.07
N 1.376 -0.384 -0.308 0.46 0.81 -1.75
H 2.901 -0.233 -1.801 -0.14 0.02 -0.17
H -1.471 -1.475 -1.278 -0.55 0.16 0.36
H -0.208 2.324 0.261 -1.00 0.03 0.15
```
Positions in Å, forces in eV/Å.

ΔE to the lowest compared entry with this formula, charge and spin   2.005 eV
HOMO energy   -0.275 Eh
Structure (SMILES)   C/C=C(\C)NC.O


# 5
C5H13NO in the gas phase in a non-equilibrium geometry, computed with ωB97M-V with the def2-TZVPD basis set.

Geometry as XYZ:
```
20
Properties=species:S:1:pos:R:3:forces:R:3
N 0.233 0.024 -2.001 -3.22 -0.57 0.49
H -0.467 0.712 -1.710 0.56 0.05 -0.52
O -1.672 1.423 2.313 1.76 -0.48 1.32
H -0.857 -1.749 0.761 -0.27 0.37 -0.90
H 0.818 -1.786 -0.961 -1.17 0.26 -1.08
H 0.981 -0.638 1.295 1.18 0.17 0.47
H -1.756 1.705 3.274 0.02 -0.41 -1.93
H 2.105 -0.109 -2.936 -0.07 -0.04 0.91
C 0.168 0.004 1.033 -1.72 1.20 1.10
C 1.478 0.601 -2.356 1.26 -0.86 0.03
H 1.399 1.370 -3.115 -0.66 0.51 0.14
C -0.649 -0.838 0.141 -2.62 -0.49 1.03
H 0.246 0.742 2.992 -0.28 0.05 0.67
C -0.579 0.371 2.393 -1.30 0.15 -0.60
H 0.458 0.924 0.513 0.36 -0.08 0.41
H -1.599 -0.361 -0.111 -0.40 0.17 0.71
H -0.975 -1.757 -1.749 1.87 0.49 0.85
H -1.185 -0.460 2.880 1.58 0.37 -0.71
C -0.134 -1.188 -1.180 2.53 -0.86 -2.13
H 1.988 1.010 -1.475 0.62 0.00 -0.26
```
Positions in Å, forces in eV/Å.

ΔE to the lowest compared entry with this formula, charge and spin   2.589 eV
HOMO energy   -0.304 Eh
Structure (SMILES)   CNCCCCO


# 6
C5H13NO in the gas phase in a non-equilibrium geometry, computed with ωB97M-V with the def2-TZVPD basis set.

Geometry as XYZ:
```
20
Properties=species:S:1:pos:R:3:forces:R:3
H 0.966 2.014 -0.350 -0.28 -0.03 0.00
O 0.015 1.832 -0.335 0.31 -0.04 -0.34
H -1.769 -0.831 0.585 0.06 0.08 -0.04
H -0.338 -0.893 -2.614 -0.20 -0.18 0.05
C 0.322 -1.487 -1.968 0.03 0.05 -0.07
H -2.332 0.850 0.582 0.15 -0.05 0.00
N 1.224 -0.660 -1.200 0.50 -0.68 2.40
H 0.639 -1.297 0.830 0.09 0.20 0.17
H 1.863 0.066 0.733 -0.27 -0.07 0.24
C -0.016 0.943 2.102 -1.75 0.93 -1.70
H -0.297 -2.121 -1.322 0.08 0.23 -0.01
H 1.698 0.031 -1.776 -0.30 0.02 0.74
C -1.618 0.151 0.133 0.00 0.22 -0.16
H -0.528 1.899 2.232 -0.21 -0.10 0.22
C 0.905 -0.332 0.404 0.77 -0.72 -6.68
H -0.540 0.168 2.664 0.09 0.03 -0.03
C -0.207 0.645 0.345 0.75 0.46 5.70
H 0.882 -2.177 -2.615 -0.07 0.08 0.03
H -1.860 0.102 -0.930 0.12 -0.11 -0.01
H 0.989 1.098 2.500 0.11 -0.34 -0.52
```
Positions in Å, forces in eV/Å.

ΔE to the lowest compared entry with this formula, charge and spin   2.755 eV
HOMO energy   -0.288 Eh
Structure (SMILES)   CNCC(C)(C)O


Q: Which of these has the lowest HOMO energy?
A: number 2


Q: The highest ΔE to the lowest compared entry with this formula, charge and spin belongs to which entry?
A: number 6